Arrangement i

Here is a molecular structure, CHCl4P from OMol25. Energies are from wB97M-V/def2-TZVPD.

XYZ file:
```
7
Properties=species:S:1:pos:R:3:lowdin_charge:R:1
C -0.526 -0.829 -0.151 -1.633
P 1.178 -0.570 -0.158 0.287
Cl 0.608 2.154 -0.007 0.308
Cl -1.257 -0.753 -1.704 0.532
Cl -1.470 -1.092 1.266 0.533
Cl 1.568 -0.554 1.712 0.205
H -0.102 1.645 -0.958 -0.233
```

## Properties
Frontier orbital gap ... 8.274 eV
HOMO level ... -8.58 eV

Arrangement ii

Here is 2 unconnected molecules or ions with the total composition CHCl4P from OMol25. Energies are from wB97M-V/def2-TZVPD.

XYZ file:
```
7
Properties=species:S:1:pos:R:3:lowdin_charge:R:1
C 0.887 -0.443 -0.506 -1.796
P -1.726 0.469 0.179 0.299
Cl 0.650 -1.822 -1.489 0.522
Cl 1.456 0.852 -1.452 0.515
Cl 1.875 -0.721 0.895 0.512
Cl -1.245 2.179 1.011 0.064
H -1.897 -0.514 1.362 -0.115
```

## Properties
Frontier orbital gap (spin up / spin down) ... 7.631 / 7.257 eV
HOMO level (spin up / spin down) ... -8.88 / -8.56 eV

Quick one: most stable of them? arrangement i